Here is C3H8BrLi2O as an isolated structure from OMol25. Energies are from the ωB97M-V functional and the def2-TZVPD basis.

Properties
Calculated total energy, hartree: -2783.42338
Spin multiplicity: 2

```
15
Properties=species:S:1:pos:R:3:mulliken_charge:R:1
Br -0.002 -3.090 0.510 -0.518
O -0.038 2.473 -0.717 -0.532
C 0.752 0.776 0.760 -1.166
C 0.173 1.111 -0.606 0.719
C -1.168 0.466 -0.856 -1.211
Li -0.612 -3.706 2.900 0.215
Li 1.218 -4.601 -0.987 0.266
H 0.792 -0.288 0.994 0.180
H 0.175 1.190 1.586 0.363
H 1.763 1.156 0.912 0.366
H -1.933 0.750 -0.133 0.316
H 0.694 2.899 -0.265 0.318
H 0.857 0.791 -1.392 0.098
H -1.090 -0.621 -0.867 0.252
H -1.581 0.694 -1.838 0.332
```


Here is C3H8BrO as an isolated structure from OMol25. Energies are from the ωB97M-V functional and the def2-TZVPD basis.

Properties
Relative energy (zero: lowest compared OMol25 entry of this formula, charge and spin), kcal/mol: 22.7
Total charge: -1
Spin multiplicity: 1

```
13
Properties=species:S:1:pos:R:3:mulliken_charge:R:1
Br 0.717 -2.316 -1.886 -0.900
O -1.621 -0.216 -0.234 -0.582
C 0.225 -0.274 1.370 -1.274
C -0.213 -0.273 -0.055 0.718
C 0.382 0.874 -0.775 -1.290
H 0.131 1.787 -0.234 0.412
H -0.127 -1.229 1.759 0.294
H -1.947 0.635 0.066 0.322
H -0.302 0.583 1.791 0.326
H 1.310 -0.188 1.432 0.312
H -0.149 1.032 -1.714 0.327
H 0.154 -1.198 -0.502 0.002
H 1.441 0.783 -1.018 0.333
```


Here is a 2-piece molecular cluster, C3H8BrO overall from OMol25. Energies are from the ωB97M-V functional and the def2-TZVPD basis.

Properties
Relative energy (zero: lowest compared OMol25 entry of this formula, charge and spin), kcal/mol: 0.0
Total charge: -1
Spin multiplicity: 1

```
13
Properties=species:S:1:pos:R:3:mulliken_charge:R:1
Br -1.686 -4.146 0.536 -0.933
O 0.509 -1.233 0.290 -0.521
C 1.297 0.866 -0.676 -1.294
C 0.077 0.013 -0.343 0.525
C -0.895 0.709 0.604 -1.217
H -0.380 -0.394 -1.253 0.299
H -1.563 1.429 0.123 0.309
H 1.086 1.591 -1.461 0.330
H -0.350 -1.686 0.373 0.164
H 2.088 0.184 -0.990 0.330
H 1.651 1.407 0.203 0.317
H -0.368 1.263 1.390 0.285
H -1.467 -0.002 1.203 0.408
```


Here is one molecule with the formula C3H8BrP from OMol25. Energies are from the ωB97M-V functional and the def2-TZVPD basis.

Properties
Relative energy (zero: lowest compared OMol25 entry of this formula, charge and spin), kcal/mol: 0.0
Spin multiplicity: 3

```
13
Properties=species:S:1:pos:R:3:mulliken_charge:R:1
Br 3.587 -0.138 -0.128 -0.242
P 1.815 1.011 0.481 0.092
C 0.487 -0.060 -0.120 0.174
C -0.745 0.847 -0.222 -1.426
C 0.042 -1.243 0.718 -1.167
H 0.730 -0.375 -1.187 0.315
H 1.851 1.798 -0.585 0.034
H -1.672 0.412 -0.622 0.348
H -0.816 1.152 0.842 0.452
H -0.473 -0.970 1.547 0.400
H -0.642 -2.012 0.186 0.301
H -0.446 1.611 -0.924 0.404
H 0.952 -1.747 1.083 0.317
```


Here is C3H8Cl2F6SSbSe2Te2V as an isolated structure from OMol25. Energies are from the ωB97M-V functional and the def2-TZVPD basis.

Properties
Relative energy (zero: lowest compared OMol25 entry of this formula, charge and spin), kcal/mol: 6.5
Total charge: +1
Spin multiplicity: 2

```
26
Properties=species:S:1:pos:R:3:mulliken_charge:R:1
Te -0.646 -2.789 2.969 0.143
Te 0.703 -0.655 4.046 0.086
Sb 1.461 -3.101 -0.651 2.521
Se -0.086 1.038 2.464 -0.303
Se -1.805 -1.599 1.217 -0.131
V -0.036 -0.070 0.295 1.053
Cl 0.940 0.259 -2.041 -0.033
Cl 2.294 1.359 0.190 -0.077
S -1.645 1.450 -0.643 0.241
F 1.474 -1.549 0.656 -0.516
F 2.610 -1.951 -1.592 -0.540
F -0.115 -2.108 -1.150 -0.598
F 0.309 -4.194 0.319 -0.501
F 1.301 -4.150 -2.169 -0.516
F 2.865 -3.772 0.351 -0.513
C -1.129 3.111 -0.150 -0.847
C 2.478 1.009 -1.539 -0.265
C -3.216 1.321 0.237 -1.008
H -3.052 1.378 1.309 0.314
H -3.857 2.129 -0.113 0.434
H -1.804 3.822 -0.621 0.417
H -0.116 3.271 -0.511 0.257
H -1.162 3.206 0.933 0.300
H 3.269 0.287 -1.688 0.352
H -3.663 0.368 -0.030 0.354
H 2.627 1.928 -2.089 0.376
```


Here is a 2-piece molecular cluster, C3H8Cl2N2 overall from OMol25. Energies are from the ωB97M-V functional and the def2-TZVPD basis.

Properties
Relative energy (zero: lowest compared OMol25 entry of this formula, charge and spin), kcal/mol: 64.8
Spin multiplicity: 1

```
15
Properties=species:S:1:pos:R:3:mulliken_charge:R:1
Cl -3.355 0.628 0.005 -0.172
Cl -1.136 -2.667 -0.010 -0.169
N 2.335 -1.444 0.025 -0.646
N -0.977 -0.138 -0.056 0.153
C -0.414 -1.279 -0.532 -0.213
C -0.371 1.058 -0.633 -0.921
C -1.992 0.053 0.926 -0.354
H 3.000 -0.772 0.340 0.208
H -1.646 0.804 1.704 0.274
H 0.373 1.528 0.046 0.265
H -1.180 1.749 -0.735 0.388
H 1.891 -1.140 -0.973 0.283
H -2.248 -0.864 1.440 0.308
H 3.043 -2.223 -0.159 0.214
H 0.112 0.772 -1.541 0.380
```